Entry 1:
Density functional theory data (the ωB97M-V functional and the def2-TZVPD basis) for 6 unconnected molecules or ions with the total composition C24H36O18 in a non-equilibrium geometry.

Energy above the lowest of the compared OMol25 structures with the same formula, charge and spin   8.202 eV
SMILES   C[C@H]1COC(=O)O1.C[C@H]1COC(=O)O1.C[C@H]1COC(=O)O1.C[C@H]1COC(=O)O1.C[C@H]1COC(=O)O1.C[C@H]1COC(=O)O1
Orbital gap   0.3666 Eh

Each line ends with the Mulliken charge.
Element x y z (Å)
C 70.6240 59.8460 34.9270  -2.071
C 70.7390 60.4480 33.5840  0.918
C 71.1340 61.9270 33.6210  -0.516
O 72.5130 61.8580 33.2650  -0.322
C 72.8310 60.6800 32.8860  0.649
O 73.9910 60.3510 32.5030  -0.659
O 71.8470 59.8200 33.0210  -0.377
H 69.5460 59.9370 35.4050  0.297
H 71.2530 60.2150 35.6040  0.642
H 70.8180 58.8980 34.9340  0.577
H 69.8620 60.4590 32.9230  0.249
H 71.0210 62.4000 34.6440  0.265
H 70.6750 62.5920 32.9430  0.279
C 68.6890 65.8060 30.3720  -1.065
C 69.0330 65.6310 28.8730  0.442
C 68.3230 64.4530 28.1870  -0.395
O 67.4100 65.0220 27.2240  -0.412
C 67.6100 66.4480 27.2540  0.606
O 66.9710 67.1590 26.4710  -0.587
O 68.4120 66.7700 28.1880  -0.327
H 67.7200 66.2360 30.4470  0.370
H 69.3960 66.6150 30.5080  0.332
H 68.9960 64.8330 30.8880  0.225
H 70.2320 65.9070 28.6210  0.254
H 67.6410 64.0090 28.8580  0.292
H 68.7240 63.6190 27.6610  0.253
C 67.4370 56.4910 33.3770  -1.412
C 68.1550 57.1090 32.2340  1.227
C 68.9520 56.0280 31.3980  -0.797
O 68.7760 56.6100 30.0530  -0.035
C 67.6840 57.3840 30.0570  0.566
O 67.1980 57.7130 28.9810  -0.583
O 67.2210 57.6210 31.2570  -0.357
H 68.0660 55.9210 34.1090  0.346
H 66.4880 55.7880 33.0310  0.289
H 67.0310 57.2600 34.0350  0.387
H 68.8900 57.8740 32.3600  -0.347
H 68.7140 55.0190 31.5770  0.375
H 69.9660 56.1210 31.7190  0.382
C 71.0890 54.8900 27.8230  -1.307
C 70.3770 55.2310 26.5310  0.374
C 68.8740 55.1370 26.5770  -0.347
O 68.3490 56.4330 26.2390  -0.287
C 69.3300 57.3200 26.3010  0.680
O 69.2750 58.5620 26.2130  -0.566
O 70.5940 56.6870 26.2440  -0.358
H 70.9670 55.6490 28.5550  0.124
H 72.1600 54.6710 27.7370  0.422
H 70.6880 53.9650 28.1710  0.421
H 70.8440 54.6690 25.7750  0.341
H 68.7000 54.9080 27.5160  0.286
H 68.4910 54.2060 25.9690  0.275
C 72.9670 58.5780 29.3190  -0.801
C 71.7430 59.2530 28.6050  0.749
C 70.5600 59.4530 29.5550  -0.653
O 70.3320 60.7500 29.6250  -0.477
C 71.1130 61.4810 28.9550  0.780
O 70.9330 62.6670 28.9240  -0.611
O 72.0370 60.6560 28.3670  -0.459
H 72.6630 57.5840 29.9010  0.164
H 73.3200 59.0750 30.2540  -0.148
H 73.8660 58.2150 28.7600  0.469
H 71.3270 58.8820 27.7080  0.473
H 70.5330 59.2310 30.5380  0.414
H 69.7990 59.0150 29.0730  0.050
C 76.6820 60.1450 30.2130  -0.932
C 77.5180 59.0850 30.7530  0.258
C 76.6530 58.2440 31.6880  0.229
O 76.4490 57.0760 30.9860  -0.320
C 77.2370 57.0050 29.9580  0.740
O 77.3280 55.9690 29.3360  -0.603
O 77.6870 58.2050 29.6050  -0.367
H 76.4970 61.0650 30.8380  0.339
H 75.5120 59.7490 29.9680  -0.027
H 77.1280 60.7280 29.2970  0.301
H 78.4820 59.3660 31.0920  0.333
H 75.7340 58.8450 31.9120  -0.155
H 77.2110 58.0340 32.7280  0.236

=====

Entry 2:
Density functional theory data (the ωB97M-V functional and the def2-TZVPD basis) for a molecular structure, C24H36P2SiTl in a non-equilibrium geometry.

Energy above the lowest of the compared OMol25 structures with the same formula, charge and spin   2.679 eV
Orbital gap   0.1895 Eh
Charge   +1

Each line ends with the natural charge from an NBO analysis.
Element x y z (Å)
C 0.3277 0.2481 2.6932  -0.365
C 1.6438 -0.2717 2.5154  -0.373
C 2.5531 0.8199 2.4901  -0.344
H 1.9141 -1.3329 2.4433  0.190
C 1.8030 2.0160 2.7084  -0.356
C 0.4331 1.6579 2.8639  -0.350
H -0.3834 2.3400 3.1125  0.195
H -0.5801 -0.3501 2.8051  0.187
H 3.6372 0.7498 2.3613  0.205
H 2.2206 3.0144 2.8341  0.205
Tl 1.8701 2.4970 -1.0672  0.843
C 0.6775 -0.8868 -1.8049  -1.017
H 0.7194 0.1215 -1.3802  0.218
H -0.2422 -0.9875 -2.4074  0.257
H 1.5226 -1.1296 -2.4613  0.269
Si 0.5421 -2.2824 -0.3821  1.527
C -0.5090 -3.7935 -0.6589  -0.561
C -0.9237 -4.5235 0.4806  -0.151
H -0.4431 -4.3655 1.4518  0.204
C -1.9622 -5.4693 0.4046  -0.219
H -2.3350 -5.9593 1.3130  0.233
C -2.5710 -5.8014 -0.8128  -0.172
H -3.4322 -6.4928 -0.8655  0.241
C -2.0438 -5.1828 -1.9753  -0.193
H -2.4288 -5.4953 -2.9488  0.231
C -1.0468 -4.1821 -1.9073  -0.182
H -0.6983 -3.6990 -2.8281  0.221
C 2.2963 -2.6653 0.0587  -0.478
C 2.5822 -3.7970 0.8509  -0.205
H 1.8820 -4.6445 0.8975  0.225
C 3.7647 -3.8312 1.6160  -0.208
H 3.9428 -4.6862 2.2709  0.233
C 4.6787 -2.7706 1.5802  -0.162
H 5.5290 -2.7142 2.2658  0.236
C 4.4991 -1.7603 0.6279  -0.195
H 5.2603 -0.9881 0.4879  0.229
C 3.3525 -1.7592 -0.1805  -0.184
H 3.2904 -1.0608 -1.0126  0.201
H -0.3243 -1.5274 0.8601  0.164
H -0.0258 -2.2849 1.1470  0.145
C -2.3957 1.1262 -1.4299  -0.947
P -2.4143 2.2333 -2.9134  0.811
C -3.7025 3.4488 -2.4067  -0.944
C -0.9178 3.3217 -2.6562  -0.712
C -0.8416 4.1919 -1.3945  -0.756
P -0.6839 3.3893 0.2890  0.752
C 0.3484 4.7062 1.0815  -0.935
C -2.2953 3.9070 1.0499  -0.923
H -3.3256 0.5409 -1.5116  0.247
H -2.4062 1.6597 -0.4654  0.219
H -1.5520 0.4186 -1.4450  0.219
H -3.6075 4.3486 -3.0275  0.243
H -4.6685 2.9795 -2.6237  0.247
H -3.6534 3.7221 -1.3446  0.217
H -0.0851 2.6072 -2.7879  0.176
H -0.8637 4.0139 -3.5111  0.249
H 0.0422 4.8420 -1.4637  0.222
H -1.7165 4.8576 -1.3405  0.245
H -0.0746 5.6963 0.8455  0.231
H 0.3307 4.5481 2.1685  0.262
H 1.3950 4.6675 0.7489  0.209
H -2.6931 4.8468 0.6327  0.233
H -3.0500 3.1205 0.9246  0.238
H -2.1619 4.0371 2.1338  0.255

=====

Entry 3:
Density functional theory data (the ωB97M-V functional and the def2-TZVPD basis) for 8 unconnected molecules or ions with the total composition C24H37B2O24 in a non-equilibrium geometry.

Orbital gap   0.1979 Eh
Charge   -1

Each line ends with the Mulliken charge.
Element x y z (Å)
O 1.7967 1.1969 5.3613  -0.667
C 1.1702 1.5606 4.2385  0.479
C 0.9303 3.2029 4.0483  -0.004
B -0.3536 3.5899 4.9996  0.395
C -1.7397 3.9484 4.1910  -0.627
B -2.7133 2.6170 4.2421  0.828
O -3.8765 2.6858 5.1767  -0.574
O -2.4458 1.3892 3.4506  -0.553
H 0.7395 0.8406 3.4189  0.073
H 0.8317 3.5123 2.9243  0.039
H 1.8740 3.7429 4.5180  -0.202
H -0.5917 2.6966 5.7446  -0.261
H -0.0828 4.5390 5.6786  -0.281
H -1.5842 4.3942 3.1147  0.104
H -2.2770 4.8095 4.8177  -0.064
H -4.4759 1.9242 4.8698  0.284
H -2.0765 1.7321 2.5791  0.285
C -8.2725 -0.4731 5.8927  -0.333
C -7.5820 0.7259 6.4571  -0.356
O -6.6236 1.0459 5.4666  -0.226
C -7.0804 0.5261 4.2898  0.626
O -6.5893 0.7582 3.1977  -0.520
O -8.1584 -0.2860 4.4945  -0.342
H -9.3228 -0.5281 6.1919  0.289
H -7.7749 -1.4095 6.1658  0.255
H -8.2589 1.5777 6.5827  0.258
H -7.0958 0.5144 7.4134  0.312
C -0.0697 -2.0798 1.7457  -0.597
C -0.6840 -2.2280 0.3915  -0.040
O -1.4319 -1.0363 0.2413  -0.248
C -0.8685 -0.1072 1.0677  0.558
O -1.1536 1.0787 1.0666  -0.677
O 0.0559 -0.6780 1.8943  -0.292
H 0.9071 -2.5661 1.8153  0.313
H -0.7159 -2.4632 2.5423  0.339
H 0.0663 -2.2775 -0.4047  0.083
H -1.3335 -3.1049 0.3229  0.424
C -3.5925 -1.9622 -2.8232  -0.249
C -3.1867 -1.9442 -4.2613  -0.380
O -1.8937 -2.5187 -4.2418  -0.314
C -1.8173 -3.2859 -3.1152  0.774
O -0.9060 -4.0582 -2.8684  -0.583
O -2.8936 -3.0770 -2.3020  -0.289
H -4.6714 -2.0872 -2.6965  0.334
H -3.2729 -1.0625 -2.2871  0.208
H -3.8389 -2.5621 -4.8875  0.268
H -3.1550 -0.9313 -4.6720  0.313
C 5.5378 4.5392 2.4757  -0.335
C 4.5016 3.6547 1.8617  -0.248
O 3.2859 4.1931 2.3458  -0.177
C 3.5293 5.4975 2.6665  0.578
O 2.6653 6.3087 2.9548  -0.545
O 4.8650 5.7757 2.6216  -0.338
H 6.4202 4.6506 1.8395  0.286
H 5.8535 4.1897 3.4643  0.277
H 4.5013 3.7080 0.7678  0.173
H 4.6122 2.6105 2.1666  0.293
C 2.0353 0.4482 -3.3265  -0.354
C 0.7727 -0.2660 -2.9678  -0.175
O 1.0245 -0.7333 -1.6562  -0.113
C 1.9875 0.0753 -1.1248  0.390
O 2.3251 0.0659 0.0472  -0.556
O 2.5223 0.8961 -2.0755  -0.273
H 1.8596 1.2924 -3.9989  0.379
H 2.7788 -0.2174 -3.7775  0.191
H -0.0940 0.4030 -2.9447  0.168
H 0.5602 -1.0998 -3.6426  0.222
C 6.2378 1.6527 -3.7120  -0.304
C 7.3436 1.4015 -4.6852  -0.326
O 6.7438 0.5557 -5.6480  -0.308
C 5.3980 0.7768 -5.5872  0.654
O 4.5915 0.3418 -6.3922  -0.556
O 5.0730 1.5484 -4.5091  -0.256
H 6.3051 2.6422 -3.2515  0.307
H 6.1950 0.8948 -2.9228  0.249
H 7.6808 2.3181 -5.1806  0.255
H 8.2036 0.9116 -4.2205  0.300
C 0.5934 -7.5128 -5.0535  -0.349
C -0.4493 -6.4593 -5.2430  0.065
O -0.4192 -6.2188 -6.6371  -0.304
C 0.0896 -7.3420 -7.2228  0.632
O 0.0993 -7.5478 -8.4249  -0.563
O 0.5849 -8.2048 -6.2880  -0.307
H 0.3564 -8.1896 -4.2280  0.298
H 1.5906 -7.0900 -4.8922  0.280
H -1.4500 -6.8069 -4.9655  0.193
H -0.2235 -5.5454 -4.6867  0.037

=====

Entry 4:
Density functional theory data (the ωB97M-V functional and the def2-TZVPD basis) for a molecular structure, C24H37BCuIN8S3.

2S+1   2
Energy above the lowest of the compared OMol25 structures with the same formula, charge and spin   0.175 eV
Orbital gap (alpha / beta)   0.2419 / 0.2014 Eh
Charge   +1

Each line ends with the Mulliken charge.
Element x y z (Å)
Cu 0.6113 -1.6075 -0.6806  -0.762
C -3.9555 -1.7963 3.7331  -2.104
C -2.6197 -2.1402 3.0782  1.104
C -1.6834 -2.6929 4.1512  -1.483
C -2.8766 -3.1488 1.9586  -1.486
N -2.0296 -0.8899 2.4994  0.426
C -2.6406 0.3505 2.5469  -0.078
C -1.8304 1.2217 1.9221  -1.304
N -0.7115 0.5379 1.4814  1.056
B 0.4196 1.3515 0.7489  0.551
N 0.1736 0.9380 -1.9882  1.641
C -0.6060 3.3357 -2.6424  -0.877
C -1.3260 2.4927 -3.3955  -0.260
N -1.6538 1.1072 -3.3347  0.414
C -0.9029 0.2450 -2.6258  -0.042
S -1.0106 -1.3594 -2.2673  0.087
C -2.8384 0.7543 -4.2417  1.021
C -3.9645 1.7533 -3.9477  -1.564
C -2.3448 0.8446 -5.6866  -1.426
C -3.4003 -0.6463 -4.0136  -2.191
N 1.8431 0.8788 1.1495  0.210
C 2.2340 1.2438 2.4263  -1.495
C 3.3607 0.5832 2.7335  -0.188
N 3.6906 -0.2007 1.6428  0.528
C 2.7506 -0.0208 0.6843  0.206
S 2.7420 -0.7317 -0.8853  -0.463
C 4.8446 -1.1583 1.6203  1.117
C 5.5858 -1.0618 2.9522  -2.111
C 5.8122 -0.7757 0.5007  -1.528
C 4.3113 -2.5836 1.4653  -1.445
C -0.8461 -0.7605 1.8391  0.121
S 0.3101 -2.0003 1.5531  -0.278
H -4.3626 -2.7121 4.1588  0.454
H -4.6818 -1.4170 3.0126  0.464
H -3.8397 -1.0786 4.5467  0.472
H -2.1429 -3.5765 4.5963  0.479
H -1.5328 -1.9532 4.9400  0.394
H -0.7169 -2.9769 3.7426  0.295
H -3.3721 -4.0270 2.3743  0.482
H -1.9518 -3.4637 1.4839  0.250
H -3.5350 -2.7119 1.2042  0.376
H -3.5848 0.5151 3.0288  0.542
H -1.9364 2.2835 1.7765  0.495
H 0.3333 2.4340 1.2596  -0.281
H -0.5737 4.3465 -3.0300  0.463
H -1.7919 2.9546 -4.2492  0.454
H -3.7866 2.7486 -4.3523  0.428
H -4.1345 1.8374 -2.8730  0.361
H -4.8827 1.3865 -4.4039  0.465
H -1.9565 1.8289 -5.9471  0.357
H -3.1790 0.6346 -6.3567  0.458
H -1.5656 0.1035 -5.8702  0.367
H -3.7460 -0.7959 -2.9918  0.457
H -2.6988 -1.4317 -4.2761  0.518
H -4.2610 -0.7414 -4.6756  0.552
H 1.6616 1.9468 3.0052  0.623
H 3.9555 0.6180 3.6254  0.525
H 5.9854 -0.0617 3.1277  0.483
H 6.4286 -1.7498 2.9159  0.457
H 4.9554 -1.3554 3.7930  0.467
H 6.1904 0.2373 0.6533  0.384
H 5.3428 -0.8381 -0.4777  0.313
H 6.6607 -1.4607 0.5190  0.467
H 3.5483 -2.7833 2.2203  0.322
H 5.1317 -3.2876 1.6085  0.485
H 3.8797 -2.7471 0.4817  0.275
I -0.3245 4.7948 -0.0889  0.217
C 0.1609 3.1349 -1.3500  0.347
C 1.6176 3.0985 -1.6399  -0.504
N 2.0272 2.0406 -2.3133  0.492
N 1.2482 1.0493 -2.7131  -1.214
C -0.1369 1.7213 -0.7909  -1.104
H 2.3496 3.8412 -1.3599  0.475
H 2.9897 1.9166 -2.6052  0.300
H -1.2210 1.6335 -0.6870  0.494

=====

Q: Number 1 is which compound?
A: C24H36O18